No. 1
Molecular formula: C31H45N3P2ReS5Sb
Method: DFT, the ωB97M-V functional and the def2-TZVPD basis

Positions of all 88 atoms, in Å:
Re  -1.195  -0.321  0.740
Sb  -4.417  1.255  -0.562
S  -3.437  -0.568  0.809
S  -4.893  2.858  0.843
S  -1.706  1.572  -0.824
S  -0.983  -2.147  2.034
S  -4.981  0.478  -2.536
P  -0.602  1.185  2.470
P  -0.950  0.869  -2.605
N  0.243  -3.298  -0.049
N  0.648  0.036  0.171
N  -1.130  -4.661  1.337
C  -1.875  -1.738  -2.200
C  -0.533  -1.266  -4.274
C  -0.227  2.954  2.160
C  -1.461  -7.032  1.012
C  -0.827  -5.745  0.615
C  -1.565  -0.711  -3.284
C  1.375  0.536  -0.948
C  0.987  0.323  2.583
C  2.451  -1.174  1.361
C  0.817  3.208  1.078
C  0.557  -4.385  -0.763
C  3.852  1.709  -4.322
C  1.411  -0.248  1.367
C  3.082  -1.491  2.547
C  1.631  1.127  -3.287
C  3.523  1.214  -1.873
C  -1.907  -0.231  4.548
C  -0.630  3.529  -3.416
C  0.046  -5.634  -0.470
C  2.696  -0.919  3.763
C  -1.331  1.924  -5.249
C  2.738  0.834  -0.805
C  -0.589  -3.522  0.956
C  -1.368  2.236  -3.755
C  1.631  -0.024  3.764
C  2.997  1.331  -3.155
C  0.804  0.761  -2.223
C  -1.474  3.814  1.977
C  -1.639  1.161  3.986
C  -1.134  2.116  5.074
C  3.383  -1.291  5.040
H  0.240  3.214  3.121
H  -1.966  3.614  1.025
H  -1.833  2.072  5.908
H  0.437  2.980  0.083
H  -1.915  1.045  -5.514
H  -1.115  4.352  -3.939
H  -1.967  -2.726  -2.655
H  -1.181  4.864  1.983
H  1.733  2.643  1.248
H  -2.455  -0.860  3.852
H  -0.648  3.756  -2.350
H  4.571  1.427  -1.700
H  -1.508  -7.105  2.097
H  -2.486  -7.059  0.637
H  -0.981  -2.118  -4.784
H  0.408  3.492  -3.744
H  3.893  -2.207  2.537
H  -1.086  3.153  4.749
H  3.270  1.778  -5.238
H  -2.212  3.673  2.767
H  2.741  -1.658  0.439
H  -0.225  -0.552  -5.037
H  1.242  -4.240  -1.591
H  -2.490  -0.445  -3.804
H  2.844  -2.102  5.532
H  -0.156  1.826  5.456
H  0.318  -6.499  -1.057
H  -0.989  -0.745  4.836
H  -2.520  -0.123  5.442
H  -1.768  2.773  -5.775
H  0.357  -1.613  -3.748
H  3.416  -0.449  5.730
H  1.077  4.267  1.098
H  -1.051  -1.830  -1.478
H  4.640  0.972  -4.474
H  4.400  -1.630  4.858
H  4.336  2.671  -4.150
H  1.187  1.283  -4.263
H  -2.428  2.356  -3.480
H  3.202  0.776  0.165
H  -2.587  1.557  3.594
H  -0.316  1.804  -5.628
H  -2.814  -1.519  -1.697
H  -0.925  -7.885  0.605
H  1.296  0.391  4.705

The energy above the lowest of the compared OMol25 structures with the same formula, charge and spin comes out at 0.364 eV. As for the charge: +2. Its spin multiplicity is 1. The value obtained for the electronic energy is -118758.4593 eV. For the gap between HOMO and LUMO, the calculation gives 0.22818 Eh.

The Löwdin scheme yields these atomic charges, measured in e:
1 Re 0.6194
2 Sb 0.1444
3 S 0.1021
4 S 0.0150
5 S 0.3018
6 S 0.7225
7 S 0.0208
8 P 0.9892
9 P 0.7826
10 N 0.0432
11 N -0.1627
12 N 0.1166
13 C -0.1288
14 C -0.0782
15 C -0.5089
16 C -0.0098
17 C -0.2932
18 C -0.4984
19 C -0.2466
20 C -0.3134
21 C -0.0268
22 C -0.0912
23 C -0.1013
24 C -0.0182
25 C -0.3836
26 C 0.0157
27 C -0.0453
28 C 0.0152
29 C -0.1190
30 C -0.0851
31 C 0.0185
32 C -0.2280
33 C -0.0763
34 C -0.0038
35 C -0.7062
36 C -0.5125
37 C -0.0160
38 C -0.2343
39 C -0.2595
40 C -0.1066
41 C -0.5012
42 C -0.0780
43 C -0.0206
44 H 0.1151
45 H 0.0153
46 H 0.0986
47 H 0.0333
48 H 0.0804
49 H 0.0997
50 H 0.1033
51 H 0.1006
52 H 0.0738
53 H 0.0228
54 H 0.0595
55 H 0.1360
56 H 0.0932
57 H 0.1002
58 H 0.1007
59 H 0.0811
60 H 0.1314
61 H 0.0720
62 H 0.0851
63 H 0.0663
64 H 0.1294
65 H 0.0672
66 H 0.1185
67 H 0.0831
68 H 0.1014
69 H 0.0785
70 H 0.1231
71 H 0.0745
72 H 0.0973
73 H 0.1006
74 H 0.0873
75 H 0.0918
76 H 0.1005
77 H 0.0299
78 H 0.0982
79 H 0.0902
80 H 0.0983
81 H 0.0979
82 H 0.0983
83 H 0.1156
84 H 0.1115
85 H 0.0768
86 H 0.0083
87 H 0.0878
88 H 0.1122

---

No. 2
Molecular formula: C24H41FN2O5
Method: DFT, the ωB97M-V functional and the def2-TZVPD basis

Positions of all 73 atoms, in Å:
F  -3.623  -4.326  3.216
O  -3.053  1.736  1.268
O  -1.557  -5.421  1.434
O  1.520  -0.178  -0.947
O  1.517  -3.180  3.673
O  0.479  -4.132  1.679
N  2.082  -0.725  -2.059
N  -2.513  2.980  1.398
C  -3.951  3.530  -0.606
C  -0.546  -2.183  2.754
C  -1.166  2.831  2.032
C  -2.313  5.158  0.159
C  -1.132  1.787  3.182
C  3.551  -0.866  -1.810
C  1.332  -1.984  -2.368
C  -0.797  4.165  2.741
C  0.654  -3.233  2.773
C  -2.550  3.631  0.048
C  -0.201  -1.756  -2.385
C  -0.096  3.088  -0.321
C  4.179  0.353  -1.078
C  -4.145  -3.261  2.371
C  -2.984  -2.258  1.849
C  -0.062  2.394  1.033
C  4.289  -0.889  -3.179
C  -1.550  -2.928  2.062
C  1.638  -2.477  -3.805
C  3.161  -3.384  -1.299
C  -1.498  3.047  -0.914
C  3.911  -2.106  -0.948
C  -0.957  -4.354  1.662
C  1.663  -3.123  -1.386
H  1.284  -2.886  -0.386
H  3.861  0.429  -0.036
H  -4.881  -2.679  3.034
H  5.008  -1.711  -3.241
H  1.155  -4.045  -1.687
H  5.270  0.271  -1.066
H  0.927  2.534  1.481
H  -0.853  4.077  3.831
H  0.601  2.588  -1.002
H  -0.581  -1.148  3.217
H  -1.303  5.423  0.472
H  -4.724  3.925  0.060
H  -1.239  0.762  2.823
H  -0.152  1.316  0.844
H  -0.604  -1.523  -1.395
H  -4.713  -3.734  1.503
H  -1.504  3.595  -1.862
H  -3.032  -1.312  2.510
H  -1.924  1.977  3.914
H  -3.990  4.110  -1.533
H  -0.176  1.834  3.713
H  -2.456  5.643  -0.812
H  4.988  -2.298  -0.999
H  3.352  -4.139  -0.530
H  -3.019  5.618  0.857
H  1.445  -1.691  -4.542
H  0.261  4.119  -0.228
H  1.001  -3.328  -4.066
H  2.661  -2.827  -3.939
H  0.215  4.494  2.491
H  3.699  -1.886  0.106
H  3.621  -0.969  -4.035
H  4.838  0.039  -3.362
H  -4.219  2.504  -0.873
H  3.542  -3.803  -2.235
H  -0.725  -2.654  -2.727
H  -1.477  4.984  2.512
H  -1.747  2.009  -1.168
H  3.925  1.292  -1.582
H  -0.470  -0.942  -3.065
H  -3.148  -1.903  0.770

As for the charge: 0. Its spin multiplicity is 3. Its expectation value of S² is 2.009. The value obtained for the electronic energy is -41481.5376 eV. For the gap between HOMO and LUMO (spin up / spin down), the calculation gives 0.31126 / 0.33611 Eh.

The Löwdin scheme yields these atomic charges, measured in e:
1 F -0.1060
2 O -0.0367
3 O 0.1262
4 O -0.0371
5 O 0.0969
6 O 0.0472
7 N -0.0359
8 N -0.0398
9 C -0.0452
10 C 0.1222
11 C -0.4581
12 C -0.0502
13 C -0.0508
14 C -0.4624
15 C -0.4796
16 C -0.0285
17 C -0.3399
18 C -0.4835
19 C -0.0401
20 C -0.1797
21 C -0.0531
22 C -0.1370
23 C -0.0944
24 C -0.1378
25 C -0.0298
26 C -0.0686
27 C -0.0484
28 C -0.1761
29 C -0.1367
30 C -0.1377
31 C -0.2681
32 C -0.1393
33 H 0.1056
34 H 0.0737
35 H 0.1227
36 H 0.0872
37 H 0.1293
38 H 0.0894
39 H 0.1246
40 H 0.0773
41 H 0.1069
42 H 0.1199
43 H 0.0627
44 H 0.0879
45 H 0.0361
46 H 0.1113
47 H 0.0689
48 H 0.1210
49 H 0.1244
50 H 0.1185
51 H 0.0929
52 H 0.0842
53 H 0.0943
54 H 0.0886
55 H 0.1223
56 H 0.1177
57 H 0.0906
58 H 0.0907
59 H 0.1063
60 H 0.0895
61 H 0.0633
62 H 0.0879
63 H 0.1209
64 H 0.0597
65 H 0.0770
66 H 0.0761
67 H 0.1062
68 H 0.0853
69 H 0.0602
70 H 0.1240
71 H 0.0872
72 H 0.0878
73 H 0.1279

---

No. 3
Molecular formula: C3H3N2P
Method: DFT, the ωB97M-V functional and the def2-TZVPD basis

Positions of all 9 atoms, in Å:
P  -1.307  -0.368  -0.146
N  0.824  0.510  2.828
N  -0.773  2.475  -0.550
C  0.292  -0.995  -0.913
C  -0.970  1.376  -0.405
C  0.046  0.220  2.059
H  0.833  -0.247  -0.382
H  0.707  -0.952  -1.955
H  0.349  -2.020  -0.536

The energy above the lowest of the compared OMol25 structures with the same formula, charge and spin comes out at 3.099 eV. As for the charge: 0. Its spin multiplicity is 1. The value obtained for the electronic energy is -15424.2154 eV. For the gap between HOMO and LUMO (spin up / spin down), the calculation gives 0.29960 / 0.29954 Eh.

The Löwdin scheme yields these atomic charges, measured in e:
1 P 1.0287
2 N -0.0421
3 N 0.1174
4 C -0.3361
5 C -0.5611
6 C -0.2906
7 H -0.0243
8 H 0.0773
9 H 0.0308